{"formula": "C13H52O13", "method": "ωB97M-V/def2-TZVPD", "elements": ["C", "O", "H", "H", "H", "H", "C", "O", "H", "H", "H", "H", "C", "O", "H", "H", "H", "H", "C", "O", "H", "H", "H", "H", "C", "O", "H", "H", "H", "H", "C", "O", "H", "H", "H", "H", "C", "O", "H", "H", "H", "H", "C", "O", "H", "H", "H", "H", "C", "O", "H", "H", "H", "H", "C", "O", "H", "H", "H", "H", "C", "O", "H", "H", "H", "H", "C", "O", "H", "H", "H", "H", "C", "O", "H", "H", "H", "H"], "coordinates": [[2.320218, -3.616346, -0.158897], [2.322218, -5.007346, 0.103103], [3.120218, -3.448346, -0.836897], [2.625218, -3.088346, 0.731103], [1.344218, -3.324346, -0.508897], [1.898218, -5.461346, -0.634897], [-2.387782, -1.450346, 3.087103], [-3.170782, -1.140346, 1.955103], [-2.332782, -0.609346, 3.747103], [-1.497782, -1.950346, 2.898103], [-2.957782, -2.126346, 3.597103], [-3.943782, -0.700346, 2.214103], [-0.048782, 0.120654, 0.542103], [1.088218, -0.644346, 0.299103], [-0.961782, -0.141346, 0.018103], [0.085218, 1.133654, 0.267103], [-0.328782, 0.081654, 1.594103], [0.846218, -1.232346, -0.427897], [2.171218, 2.591654, 1.753103], [0.842218, 2.824654, 2.208103], [2.922218, 2.756654, 2.518103], [2.442218, 3.323654, 1.072103], [2.265218, 1.561654, 1.435103], [0.248218, 3.159654, 1.591103], [-2.092782, 1.896654, 2.611103], [-3.360782, 1.728654, 3.250103], [-2.222782, 1.696654, 1.502103], [-1.354782, 1.235654, 3.023103], [-1.645782, 2.881654, 2.607103], [-3.716782, 2.494654, 3.609103], [-3.184782, 1.371654, -1.116897], [-4.044782, 1.117654, -2.166897], [-2.186782, 1.122654, -1.333897], [-3.614782, 0.816654, -0.309897], [-3.282782, 2.393654, -0.903897], [-4.253782, 2.032654, -2.332897], [-1.380782, 4.541654, 0.199103], [-0.337782, 3.681654, -0.175897], [-1.659782, 4.584654, 1.237103], [-2.312782, 4.455654, -0.347897], [-1.139782, 5.544654, -0.073897], [-0.707782, 3.420654, -1.037897], [2.328218, -3.076346, -3.430897], [1.272218, -3.191346, -4.352897], [3.233218, -3.082346, -3.995897], [2.070218, -3.835346, -2.693897], [2.305218, -2.176346, -2.793897], [0.397218, -3.261346, -3.863897], [1.922218, 2.238654, -2.090897], [3.254218, 2.271654, -2.455897], [1.606218, 3.221654, -2.250897], [1.880218, 1.857654, -1.069897], [1.285218, 1.558654, -2.681897], [3.683218, 2.920654, -1.894897], [-3.404782, -1.863346, -0.912897], [-3.533782, -1.556346, -2.229897], [-4.358782, -1.771346, -0.334897], [-2.662782, -1.251346, -0.451897], [-3.233782, -2.916346, -0.760897], [-3.732782, -0.581346, -2.301897], [1.455218, -1.634346, 3.384103], [1.950218, -0.395346, 3.005103], [1.986218, -1.809346, 4.343103], [1.726218, -2.483346, 2.716103], [0.337218, -1.554346, 3.646103], [1.824218, 0.214654, 3.676103], [3.907218, -0.378346, -0.552897], [3.651218, -0.836346, 0.686103], [3.337218, -0.909346, -1.311897], [4.971218, -0.309346, -0.569897], [3.495218, 0.603654, -0.592897], [2.726218, -0.959346, 0.739103], [-0.101782, -0.698346, -2.778897], [-0.504782, -1.881346, -2.068897], [0.902218, -0.496346, -2.511897], [-0.674782, 0.175654, -2.518897], [-0.254782, -0.835346, -3.769897], [-1.455782, -1.949346, -2.253897]], "atomic_forces_ev_per_a": [[0.4, -0.8, 0.5], [-0.3, -0.7, 0.4], [0.4, 0.7, -1.0], [-0.3, 0.0, 0.4], [-0.3, 0.6, -0.3], [0.1, 0.1, 0.2], [-1.9, 1.4, 0.0], [2.2, -0.7, -1.8], [0.7, 0.7, 0.3], [1.7, -0.3, -1.0], [-1.4, -2.2, 1.9], [-1.5, 1.0, 0.8], [-1.2, 0.2, 1.0], [-0.5, -0.8, -1.0], [0.1, -0.9, -0.4], [0.6, 1.3, -0.1], [0.3, 0.0, 0.1], [0.1, -0.2, 0.0], [-0.9, -0.7, 1.0], [1.7, -0.9, 3.2], [-0.4, -0.2, 0.9], [0.4, 1.1, -2.1], [0.2, -0.1, -0.5], [-0.7, 0.7, -2.3], [-0.7, 0.2, -1.8], [1.2, -2.3, -1.0], [0.2, -0.2, 1.2], [0.1, -0.4, 0.2], [-0.3, 0.5, 0.7], [-0.6, 2.3, 0.9], [-0.6, -0.8, 1.5], [-0.7, 0.7, -1.7], [1.4, -0.5, -0.1], [0.6, -0.3, 1.2], [0.4, 1.6, 0.9], [-1.1, -0.2, -1.5], [-0.9, 1.8, 0.1], [-1.2, -0.5, -0.9], [0.4, -0.6, 0.6], [-0.3, -1.0, -0.2], [0.7, 1.1, 0.0], [1.2, -0.6, 0.3], [-1.9, 0.1, 1.3], [-2.1, 0.5, -0.2], [0.7, -0.6, 0.0], [1.5, -0.6, 0.0], [0.0, 0.3, -0.6], [1.8, 0.2, -0.7], [-0.4, -1.3, 0.6], [1.6, -0.7, -1.1], [-1.5, 1.6, 0.4], [-0.7, 0.4, 0.3], [0.8, 0.2, -0.2], [0.1, 0.0, 0.0], [-1.7, -0.6, 2.3], [-0.1, 1.5, -2.4], [0.4, 0.5, -0.3], [0.6, 0.0, 0.7], [0.8, -0.5, -0.3], [0.0, -1.5, -0.3], [-0.7, -0.5, 2.5], [0.6, -0.8, -3.4], [-0.6, -0.8, -0.2], [-0.4, 1.1, 0.1], [1.5, -0.6, -0.7], [-0.4, 1.7, 2.0], [-0.4, 1.1, -0.5], [1.3, -1.7, 2.6], [0.7, -0.5, -0.7], [0.8, -0.2, -1.2], [0.0, 1.3, -0.6], [-1.6, 0.1, 0.7], [-0.5, -0.3, 2.6], [-0.1, 0.5, -0.2], [1.1, 0.1, -0.1], [-0.5, 0.4, 0.5], [0.1, -0.4, -3.3], [0.0, -0.2, 0.2]], "multiplicity": 1, "relative_energy_ev": 5.403, "molar_mass_g_mol": 416.55, "energy_ha": -1504.2460}

***

{"formula": "C13H54BNO27", "method": "ωB97M-V/def2-TZVPD", "elements": ["C", "C", "C", "C", "C", "C", "N", "O", "C", "C", "C", "H", "H", "H", "H", "H", "H", "H", "H", "H", "H", "H", "H", "H", "H", "H", "H", "H", "H", "O", "C", "O", "B", "O", "C", "O", "O", "C", "O", "C", "O", "O", "O", "H", "H", "O", "H", "H", "O", "H", "H", "O", "H", "H", "O", "H", "H", "O", "H", "H", "O", "H", "H", "O", "H", "H", "O", "H", "H", "O", "H", "H", "O", "H", "H", "O", "H", "H", "O", "H", "H", "O", "H", "H", "O", "H", "H", "O", "H", "H", "O", "H", "H", "O", "H", "H"], "coordinates": [[1.136895, -2.092820, -0.029347], [-0.324572, -1.400093, -0.074196], [-0.593322, -0.982159, 1.409687], [0.013938, 0.346321, 1.850627], [-0.310250, 1.489491, 0.902877], [0.054150, 1.135183, -0.595634], [-0.407173, -0.214474, -0.937217], [-0.106081, -0.639286, -2.315032], [1.627131, 1.403100, -0.782497], [-0.707273, 2.228725, -1.425566], [-1.418243, -2.457670, -0.445801], [1.517994, -2.520990, 0.897761], [1.910654, -1.472212, -0.481286], [1.111722, -3.014934, -0.610026], [-0.078743, -1.617945, 2.130160], [-1.633310, -0.978798, 1.736065], [1.069122, 0.079183, 1.908337], [-0.332772, 0.639620, 2.841514], [0.272397, 2.348534, 1.235517], [-1.303936, 1.908861, 1.060380], [2.041702, 0.766377, -0.000954], [1.919595, 2.419629, -0.519420], [2.128100, 1.254281, -1.739049], [-0.287325, 3.205963, -1.187380], [-1.750415, 2.143392, -1.121120], [-0.604555, 2.056657, -2.496986], [-1.202013, -3.444850, -0.037335], [-1.455696, -2.609213, -1.524567], [-2.406554, -2.094610, -0.163845], [6.108949, -6.549018, 5.702481], [5.865426, -5.362325, 5.694277], [6.733948, -4.453658, 5.459005], [6.098743, -3.122830, 5.399970], [4.699364, -3.418455, 5.863525], [4.476715, -4.667542, 5.926460], [3.420776, -5.314762, 6.097878], [6.654971, -2.143605, 6.325297], [6.962352, -0.984099, 5.574703], [7.283406, 0.143680, 5.961131], [6.831422, -1.368051, 4.128283], [6.191888, -2.525908, 4.059088], [7.285059, -0.762420, 3.159049], [1.837410, 2.796006, -7.543621], [1.671370, 2.368474, -8.383792], [1.403651, 2.236218, -6.899632], [-2.800320, -1.430820, -8.464228], [-2.516845, -2.278336, -8.807162], [-2.239364, -1.280006, -7.703421], [0.494500, -10.648037, -1.036170], [1.391620, -10.317213, -1.080600], [0.215364, -10.708164, -1.949789], [-5.895156, -0.226247, -3.355068], [-6.180622, -0.625268, -4.176970], [-4.953754, -0.395859, -3.320198], [4.839947, -1.791106, -4.986286], [5.589271, -1.555619, -4.439214], [4.083296, -1.706746, -4.406106], [-3.637585, -0.824069, 7.962984], [-4.399949, -0.347153, 7.634971], [-2.920753, -0.554915, 7.388589], [2.473581, 8.591616, 0.811006], [3.310591, 8.131136, 0.750924], [2.056757, 8.230729, 1.593468], [-6.503285, 5.833948, 1.137403], [-6.666897, 4.944721, 0.823170], [-7.329496, 6.102248, 1.539425], [-4.663125, 9.607496, -0.767206], [-5.055869, 8.814120, -0.403145], [-3.767288, 9.352393, -0.987715], [-7.138146, 0.833797, 1.389645], [-7.209277, 0.154362, 2.060111], [-6.815664, 0.373512, 0.614796], [-3.817257, -10.800783, 0.847831], [-3.372504, -10.612285, 1.674203], [-3.115410, -10.823803, 0.197364], [-7.986059, -2.669956, 4.310506], [-8.110154, -3.099455, 5.156889], [-8.452902, -3.227254, 3.687846], [-0.075254, 10.579995, -3.303815], [0.487956, 10.109192, -2.689497], [0.086556, 10.159506, -4.148357], [8.383948, -2.234180, -1.227196], [7.933263, -2.690033, -0.516348], [8.521866, -1.347421, -0.894243], [1.503311, -5.087769, -6.026425], [2.237781, -4.539186, -6.301851], [0.866695, -4.471958, -5.663488], [2.184038, 2.260156, 8.790375], [2.216696, 1.559937, 9.442190], [2.659883, 1.909548, 8.037466], [-7.534024, 4.300578, -4.452669], [-7.277194, 4.119594, -5.356837], [-7.314271, 3.500138, -3.975959], [0.814895, 7.563663, -6.832080], [0.697764, 6.626674, -6.988809], [1.292227, 7.877614, -7.600082]], "atomic_forces_ev_per_a": [[-0.6, -0.5, -1.2], [1.1, 0.4, 1.8], [-0.1, 0.4, 1.0], [-0.3, 0.0, -0.8], [1.4, -0.2, -0.3], [0.3, 1.0, -0.2], [-0.7, -0.9, -1.4], [0.0, 0.9, 1.5], [-0.7, -0.4, 1.0], [0.4, -1.3, 0.1], [0.7, 0.6, -0.8], [-0.4, 0.7, 0.7], [-0.2, 0.1, 0.0], [-0.1, 0.1, -0.7], [-0.3, -1.0, -0.4], [-0.4, -0.1, -0.6], [0.4, 0.9, 0.0], [0.1, -0.3, 0.3], [0.6, 0.2, -0.3], [-0.5, -0.7, -0.4], [0.7, -0.1, -0.3], [-0.4, 0.3, 0.3], [-0.7, -0.7, -0.1], [-0.1, 0.1, 0.1], [-0.1, 0.3, -0.3], [0.0, -0.2, 0.0], [0.0, 0.1, 0.5], [0.3, 0.3, -0.1], [0.0, -0.1, 0.3], [-0.5, 0.6, 0.2], [-1.1, -2.6, 0.2], [1.4, 2.1, -0.5], [-0.4, -0.2, 0.6], [-0.4, 2.1, -0.5], [-2.0, -4.4, 0.2], [2.7, 2.3, -0.3], [1.0, 3.0, -1.3], [0.5, 1.1, 2.5], [-0.9, -3.5, -0.4], [0.6, 0.3, -2.9], [0.0, -0.1, 0.1], [-1.0, -0.9, 2.1], [0.1, 0.3, -0.1], [0.0, -0.1, -0.2], [-0.1, -0.2, 0.3], [-0.2, 0.1, -0.2], [0.1, -0.2, -0.1], [0.1, 0.1, 0.3], [-0.2, -0.2, 0.2], [0.2, 0.2, 0.1], [-0.1, 0.0, -0.2], [-0.3, 0.1, 0.1], [-0.1, -0.1, -0.2], [0.4, 0.0, 0.1], [0.0, -0.1, -0.4], [0.2, 0.0, 0.2], [-0.3, 0.1, 0.2], [-0.1, -0.1, 0.3], [-0.2, 0.1, -0.1], [0.2, 0.0, -0.2], [-0.1, 0.3, -0.1], [0.2, -0.1, -0.1], [-0.2, -0.1, 0.2], [0.2, 0.3, 0.0], [0.0, -0.3, -0.1], [-0.2, 0.1, 0.1], [-0.1, 0.3, 0.0], [-0.1, -0.3, 0.1], [0.2, 0.0, -0.1], [-0.2, 0.3, 0.0], [0.0, -0.2, 0.2], [0.2, -0.1, -0.3], [-0.3, -0.1, 0.0], [0.1, 0.1, 0.2], [0.2, 0.0, -0.2], [0.0, 0.2, -0.1], [0.0, -0.1, 0.2], [-0.1, -0.1, -0.2], [-0.1, 0.3, 0.0], [0.1, -0.1, 0.2], [0.0, -0.2, -0.2], [0.1, -0.1, -0.3], [-0.2, -0.1, 0.2], [0.0, 0.2, 0.1], [-0.1, -0.3, -0.2], [0.2, 0.1, 0.0], [-0.2, 0.2, 0.2], [-0.1, 0.3, 0.1], [0.0, -0.2, 0.1], [0.1, -0.1, -0.2], [-0.2, 0.2, 0.0], [0.1, 0.0, -0.2], [0.1, -0.2, 0.2], [-0.1, 0.3, 0.1], [0.0, -0.3, 0.1], [0.1, 0.1, -0.2]], "multiplicity": 1, "molar_mass_g_mol": 667.37, "energy_ha": -2638.9610, "total_charge": -2}

***

Which formula does entry 1 have?
C13H52O13